Density functional theory data (the ωB97M-V functional and the def2-TZVPD basis) for a cluster of 2 separate species, C4H11NO in total at a distorted geometry.

The SMILES is C=CN.CCO. For the relative energy (zero: lowest compared OMol25 entry of this formula, charge and spin), the calculation gives 214.0 kJ/mol. The frontier orbital gap comes out at 10.07 eV. The calculation puts the HOMO energy at -0.3317 hartree.

Each line ends with the Mulliken charge.
Geometry (Å):
C1 0.96625 -1.13847 2.13216  -0.738
C2 0.13939 -2.14689 1.83331  0.044
N1 -1.21623 -2.00744 1.50255  -0.565
H1 1.98055 -1.38527 2.44528  0.238
H2 0.64436 -0.12054 2.34925  0.267
H3 0.53013 -3.15954 1.72524  0.282
H4 -1.88600 -2.10485 2.25541  0.220
H5 -1.52528 -2.67681 0.80746  0.256
C3 -0.17012 2.48928 -1.48709  -0.937
C4 0.66205 1.22948 -1.69368  0.073
O1 -0.14748 0.23145 -2.35537  -0.550
H6 -0.26153 2.63735 -0.39932  0.277
H7 0.03921 3.38691 -2.04900  0.271
H8 -1.19824 2.24033 -1.78586  0.257
H9 0.97744 0.82281 -0.73791  0.079
H10 1.53529 1.32517 -2.36886  0.239
H11 -1.06979 0.37702 -2.17357  0.286